(1)
{
  "formula": "C19H21N3O2S",
  "method": "the ωB97M-V functional and the def2-TZVPD basis",
  "symbols": ["C", "O", "C", "C", "C", "N", "C", "S", "N", "C", "N", "C", "C", "C", "C", "C", "C", "C", "C", "C", "C", "C", "C", "O", "C", "H", "H", "H", "H", "H", "H", "H", "H", "H", "H", "H", "H", "H", "H", "H", "H", "H", "H", "H", "H", "H"],
  "coordinates": [[-5.207, -1.563, 0.379], [-3.922, -2.074, 0.098], [-2.891, -1.281, -0.273], [-1.724, -1.975, -0.557], [-0.560, -1.324, -0.951], [0.580, -2.007, -1.249], [1.728, -1.379, -1.688], [3.020, -2.315, -2.097], [1.764, -0.046, -1.729], [0.730, 0.678, -1.385], [0.880, 2.021, -1.381], [2.191, 2.619, -1.292], [2.650, 2.734, 0.177], [2.641, 1.364, 0.791], [1.509, 0.883, 1.435], [1.430, -0.440, 1.833], [2.484, -1.312, 1.603], [2.395, -2.762, 1.967], [3.637, -0.815, 1.005], [3.713, 0.501, 0.599], [-0.548, 0.079, -1.047], [-1.728, 0.775, -0.769], [-2.892, 0.132, -0.394], [-4.062, 0.799, -0.122], [-4.098, 2.196, -0.268], [-5.639, -1.056, -0.486], [-5.808, -2.438, 0.624], [-5.194, -0.880, 1.230], [-1.744, -3.049, -0.470], [0.603, -3.016, -1.180], [0.132, 2.558, -0.969], [2.873, 1.968, -1.840], [2.157, 3.606, -1.761], [1.977, 3.404, 0.719], [3.653, 3.161, 0.194], [0.669, 1.541, 1.615], [0.526, -0.802, 2.305], [1.386, -3.029, 2.273], [3.077, -2.991, 2.786], [2.684, -3.375, 1.115], [4.467, -1.481, 0.822], [4.601, 0.858, 0.100], [-1.735, 1.848, -0.867], [-5.121, 2.484, -0.028], [-3.413, 2.694, 0.427], [-3.870, 2.503, -1.294]],
  "nbo_charge": [-0.241, -0.485, 0.317, -0.282, 0.210, -0.571, 0.268, -0.240, -0.575, 0.499, -0.569, -0.221, -0.444, 0.056, -0.247, -0.229, -0.013, -0.636, -0.183, -0.219, -0.131, -0.252, 0.213, -0.507, -0.251, 0.185, 0.192, 0.186, 0.229, 0.427, 0.383, 0.247, 0.200, 0.199, 0.221, 0.199, 0.208, 0.208, 0.220, 0.231, 0.219, 0.211, 0.209, 0.205, 0.175, 0.178],
  "relative_energy_kcal_mol": 37.76,
  "smiles": "COc1cc2[nH]c(=S)nc(NCCc3ccc(C)cc3)c2cc1OC",
  "energy_ev": -39444.697,
  "spin_multiplicity": 1,
  "gap_ev": 7.61,
  "charge": 0
}

***

(2)
{
  "formula": "C19H21N3O3S",
  "method": "the ωB97M-V functional and the def2-TZVPD basis",
  "symbols": ["C", "C", "C", "H", "H", "C", "N", "C", "O", "C", "H", "H", "O", "C", "O", "C", "C", "C", "C", "N", "N", "C", "C", "H", "H", "H", "C", "C", "C", "C", "C", "C", "H", "H", "H", "H", "H", "S", "H", "H", "H", "H", "H", "H", "H", "H", "H"],
  "coordinates": [[-7.434, -1.508, 0.191], [-5.963, -2.133, -0.168], [-4.803, -1.081, 0.122], [-3.964, -1.755, 0.051], [-5.034, -0.982, 1.019], [-4.960, -0.065, -0.753], [-3.862, 0.745, -0.352], [-3.917, 2.127, -0.125], [-5.005, 2.697, 0.084], [-2.531, 2.747, 0.313], [-2.463, 3.812, -0.369], [-2.745, 3.331, 1.220], [-1.459, 1.697, 0.157], [-0.231, 2.518, 0.191], [-0.066, 3.602, -0.054], [0.721, 1.385, 0.260], [0.722, -0.106, 0.263], [1.912, -0.618, 0.246], [3.099, 0.478, -0.006], [4.131, -0.264, 0.146], [3.860, -1.644, 0.018], [2.491, -1.727, 0.345], [2.001, -3.059, 0.343], [1.355, -3.209, 1.373], [2.792, -3.751, 0.053], [1.431, -3.331, -0.571], [5.484, -0.027, -0.057], [5.780, 1.681, -0.172], [6.976, 1.913, -0.105], [8.131, 0.997, -0.138], [7.833, -0.209, -0.176], [6.485, -0.789, -0.175], [6.311, -1.773, 0.039], [8.608, -1.164, -0.141], [9.085, 1.313, -0.264], [7.305, 3.209, -0.244], [4.966, 2.244, -0.318], [2.445, 2.017, 0.272], [-0.270, -0.415, 0.319], [-2.964, 0.601, -0.486], [-4.762, -0.404, -1.680], [-5.930, 0.722, -0.452], [-6.154, -2.475, -1.181], [-6.052, -3.159, 0.478], [-8.371, -2.188, -0.118], [-7.389, -1.218, 1.120], [-7.595, -0.781, -0.516]],
  "nbo_charge": [-0.592, -0.388, -0.408, 0.207, 0.202, -0.239, -0.602, 0.654, -0.637, -0.219, 0.233, 0.239, -0.578, 0.781, -0.504, -0.325, -0.125, -0.169, 0.033, -0.232, -0.280, 0.170, -0.657, 0.232, 0.255, 0.235, 0.212, -0.216, -0.156, -0.261, -0.135, -0.277, 0.238, 0.208, 0.224, 0.185, 0.204, 0.425, 0.250, 0.387, 0.200, 0.256, 0.193, 0.198, 0.200, 0.186, 0.196],
  "relative_energy_kcal_mol": 382.15,
  "energy_ev": -41477.901,
  "spin_multiplicity": 1,
  "gap_ev": 7.94,
  "charge": 0
}

***

(3)
{
  "formula": "C19H21N5O3S2",
  "method": "the ωB97M-V functional and the def2-TZVPD basis",
  "symbols": ["O", "O", "N", "N", "N", "O", "S", "S", "C", "C", "C", "C", "C", "C", "C", "C", "C", "C", "C", "N", "N", "C", "C", "C", "C", "C", "C", "C", "C", "H", "H", "H", "H", "H", "H", "H", "H", "H", "H", "H", "H", "H", "H", "H", "H", "H", "H", "H", "H", "H"],
  "coordinates": [[-0.120, 3.548, -0.415], [1.355, 0.461, -2.456], [2.976, 0.879, 4.518], [1.834, 0.332, 4.271], [2.996, 2.120, 4.089], [-1.129, 1.534, 0.097], [1.298, 3.876, 2.816], [3.846, 1.474, 0.873], [-0.061, 2.370, -0.034], [1.851, 0.077, -1.402], [1.852, 2.405, 3.573], [1.310, 1.783, 0.151], [2.387, 2.468, 0.694], [-5.402, -0.590, 1.445], [-5.361, 0.724, 1.859], [-4.428, -1.043, 0.506], [-4.366, 1.603, 1.339], [-3.430, -0.189, -0.025], [-3.432, 1.154, 0.379], [1.107, 1.262, 3.660], [1.576, 0.439, -0.111], [2.361, 3.812, 1.291], [-2.413, 2.086, -0.164], [-0.230, 0.997, 3.136], [3.606, -2.218, -2.893], [5.024, -2.262, -0.825], [3.631, -1.904, -1.372], [3.270, -0.401, -1.148], [2.902, 0.007, 0.309], [-6.151, -1.279, 1.776], [-6.087, 1.117, 2.568], [-4.443, -2.089, 0.203], [-4.351, 2.636, 1.715], [-2.670, -0.529, -0.726], [1.997, 4.534, 0.518], [3.380, 4.153, 1.573], [-2.524, 3.028, 0.333], [-2.580, 2.298, -1.243], [-0.147, 0.340, 2.250], [-0.712, 1.945, 2.884], [-0.840, 0.507, 3.864], [2.625, -1.938, -3.305], [4.417, -1.633, -3.342], [3.814, -3.242, -3.127], [5.240, -1.708, 0.097], [5.789, -2.057, -1.535], [5.120, -3.337, -0.670], [2.816, -2.485, -0.910], [4.028, 0.216, -1.681], [2.929, -0.821, 1.053]],
  "nbo_charge": [-0.590, -0.546, -0.069, -0.062, -0.292, -0.499, 0.281, 0.308, 0.776, 0.699, 0.128, -0.011, -0.098, -0.221, -0.194, -0.192, -0.214, -0.207, -0.050, -0.184, -0.453, -0.574, -0.096, -0.420, -0.605, -0.614, -0.202, -0.318, -0.154, 0.218, 0.216, 0.213, 0.215, 0.227, 0.286, 0.247, 0.201, 0.208, 0.231, 0.232, 0.228, 0.224, 0.200, 0.212, 0.206, 0.209, 0.221, 0.199, 0.252, 0.228],
  "relative_energy_kcal_mol": 98.38,
  "energy_ev": -55304.688,
  "spin_multiplicity": 1,
  "gap_ev": 8.20,
  "charge": 0
}

***

(4)
{
  "formula": "C19H21N5O9S2ScSe2",
  "method": "the ωB97M-V functional and the def2-TZVPD basis",
  "symbols": ["Sc", "C", "Se", "C", "C", "Se", "C", "H", "H", "H", "H", "H", "H", "H", "H", "H", "H", "O", "C", "O", "C", "C", "C", "C", "C", "C", "N", "O", "O", "N", "O", "O", "H", "H", "H", "O", "C", "N", "S", "O", "O", "C", "C", "C", "C", "C", "C", "H", "H", "H", "H", "N", "C", "N", "S", "H", "H", "H", "H"],
  "coordinates": [[0.558, 0.688, 0.498], [1.695, -0.441, 4.199], [1.415, 1.244, 3.260], [3.317, 1.709, 3.046], [4.027, 0.856, 2.014], [3.312, 1.206, 0.205], [4.228, -0.248, -0.706], [2.266, -0.245, 5.103], [2.202, -1.153, 3.554], [0.713, -0.824, 4.465], [3.781, 1.599, 4.024], [3.330, 2.763, 2.770], [3.911, -0.208, 2.212], [5.087, 1.104, 1.985], [3.839, -1.204, -0.383], [5.292, -0.166, -0.502], [4.045, -0.115, -1.769], [0.032, 2.326, -3.231], [-0.304, 1.685, -2.264], [0.446, 1.510, -1.209], [-1.649, 1.003, -2.183], [-2.275, 0.778, -0.962], [-3.462, 0.058, -0.937], [-4.046, -0.426, -2.091], [-3.424, -0.147, -3.293], [-2.237, 0.557, -3.358], [-4.047, -0.629, -4.543], [-5.106, -1.213, -4.438], [-3.467, -0.383, -5.577], [-4.118, -0.196, 0.351], [-3.917, 0.594, 1.249], [-4.888, -1.137, 0.396], [-1.909, 1.213, -0.029], [-4.973, -0.979, -2.060], [-1.765, 0.756, -4.310], [-0.891, -0.237, 1.775], [-0.360, -1.327, 1.457], [0.957, -1.348, 1.165], [1.019, -2.213, -0.234], [0.602, -1.158, -1.166], [2.260, -2.862, -0.478], [-0.371, -3.252, 0.122], [-0.810, -4.433, -0.423], [-2.013, -4.942, 0.067], [-2.736, -4.266, 1.041], [-2.283, -3.065, 1.578], [-1.081, -2.571, 1.110], [-0.244, -4.942, -1.192], [-2.389, -5.876, -0.329], [-3.674, -4.678, 1.387], [-2.844, -2.545, 2.342], [1.780, 4.039, -1.422], [1.447, 4.433, -0.201], [1.797, 5.659, 0.190], [0.603, 3.466, 0.927], [2.172, 4.697, -2.076], [1.354, 3.210, -1.810], [2.261, 6.306, -0.425], [1.532, 5.968, 1.109]],
  "nbo_charge": [1.434, -0.783, 0.396, -0.566, -0.552, 0.377, -0.768, 0.240, 0.228, 0.242, 0.245, 0.245, 0.226, 0.242, 0.245, 0.238, 0.249, -0.588, 0.803, -0.856, -0.133, -0.184, 0.103, -0.172, 0.029, -0.116, 0.529, -0.351, -0.344, 0.513, -0.346, -0.364, 0.234, 0.288, 0.280, -0.648, 0.620, -0.927, 2.304, -0.940, -0.870, -0.323, -0.156, -0.164, -0.169, -0.162, -0.088, 0.251, 0.242, 0.243, 0.250, -0.757, 0.367, -0.761, -0.265, 0.402, 0.450, 0.406, 0.429],
  "relative_energy_kcal_mol": 0.00,
  "energy_ev": -218978.789,
  "spin_multiplicity": 1,
  "gap_ev": 8.33,
  "charge": 1
}

***

(5)
{
  "formula": "C19H21N8OS2Sn",
  "method": "the ωB97M-V functional and the def2-TZVPD basis",
  "symbols": ["Sn", "N", "C", "S", "N", "N", "C", "C", "C", "C", "C", "C", "C", "C", "C", "C", "C", "C", "N", "H", "H", "H", "H", "H", "H", "H", "H", "H", "H", "H", "N", "N", "C", "N", "S", "H", "H", "H", "H", "H", "O", "N", "C", "C", "C", "C", "C", "H", "H", "H", "H", "H"],
  "coordinates": [[1.240, -1.523, -1.238], [3.867, 1.924, -2.974], [3.027, 1.027, -2.337], [2.655, -0.431, -3.196], [2.596, 1.386, -1.177], [1.708, 0.547, -0.547], [1.154, 1.055, 0.574], [1.409, 2.439, 1.034], [1.249, 3.547, 0.198], [1.443, 4.832, 0.674], [1.822, 5.043, 1.995], [2.013, 3.954, 2.829], [1.808, 2.666, 2.351], [0.296, 0.200, 1.318], [-0.508, 0.589, 2.422], [-1.287, -0.340, 3.055], [-1.286, -1.682, 2.620], [-0.511, -1.993, 1.528], [0.232, -1.093, 0.877], [4.479, 1.518, -3.661], [4.301, 2.591, -2.353], [1.002, 3.392, -0.843], [1.314, 5.675, 0.007], [1.980, 6.049, 2.363], [2.331, 4.100, 3.853], [1.976, 1.819, 3.004], [-0.508, 1.619, 2.748], [-1.900, -0.040, 3.896], [-1.859, -2.448, 3.122], [-0.446, -3.010, 1.149], [-1.833, -4.058, -1.473], [-1.790, -5.457, -1.470], [-0.805, -6.185, -0.899], [-1.003, -7.528, -0.942], [0.528, -5.510, -0.172], [-1.493, -3.745, -0.567], [-1.149, -3.715, -2.142], [-2.649, -5.897, -1.754], [-1.670, -7.935, -1.576], [-0.246, -8.101, -0.618], [-0.734, -0.834, -2.056], [-1.352, 0.205, -1.523], [-0.949, 1.446, -1.839], [-1.579, 2.535, -1.274], [-2.617, 2.342, -0.380], [-3.016, 1.047, -0.080], [-2.368, -0.013, -0.666], [-0.119, 1.486, -2.530], [-1.237, 3.527, -1.529], [-3.107, 3.188, 0.079], [-3.818, 0.848, 0.616], [-2.593, -1.055, -0.498]],
  "mulliken_spin": [0.053, 0.025, 0.068, 0.002, -0.029, 0.230, 0.204, -0.041, 0.017, -0.011, 0.021, -0.011, 0.044, 0.059, 0.044, 0.032, 0.131, -0.035, 0.139, 0.000, -0.001, 0.005, 0.000, 0.002, -0.001, 0.007, 0.018, 0.006, 0.011, 0.000, -0.001, 0.000, 0.000, 0.000, 0.000, -0.001, 0.000, 0.000, 0.000, 0.000, -0.004, 0.003, 0.015, -0.010, 0.008, -0.002, -0.007, -0.002, 0.000, 0.000, 0.004, 0.007],
  "relative_energy_kcal_mol": 0.00,
  "s_squared": 0.766,
  "energy_ev": -61512.673,
  "spin_multiplicity": 2,
  "gap_ev": [5.27, 6.75],
  "charge": 0
}

***

(6)
{
  "formula": "C19H21NO3",
  "method": "the ωB97M-V functional and the def2-TZVPD basis",
  "symbols": ["C", "C", "O", "C", "C", "C", "C", "C", "O", "N", "C", "C", "C", "C", "C", "C", "C", "C", "C", "C", "O", "C", "C", "H", "H", "H", "H", "H", "H", "H", "H", "H", "H", "H", "H", "H", "H", "H", "H", "H", "H", "H", "H", "H"],
  "coordinates": [[5.311, 2.512, 0.731], [4.395, 1.402, 0.237], [3.077, 1.746, 0.629], [2.040, 0.878, 0.506], [0.902, 1.248, 1.222], [-0.255, 0.499, 1.196], [-0.293, -0.662, 0.436], [-1.461, -1.580, 0.464], [-1.330, -2.777, 0.660], [-2.704, -1.035, 0.338], [-3.870, -1.855, 0.665], [-5.034, -0.865, 0.781], [-4.501, 0.349, 0.076], [-5.165, 1.483, -0.332], [-4.454, 2.472, -0.999], [-3.105, 2.304, -1.260], [-2.425, 1.166, -0.850], [-3.129, 0.197, -0.154], [0.840, -1.057, -0.265], [2.006, -0.304, -0.262], [3.119, -0.633, -0.993], [3.236, -1.926, -1.554], [3.453, -3.013, -0.507], [5.248, 2.594, 1.813], [6.337, 2.297, 0.448], [5.011, 3.461, 0.295], [4.458, 1.312, -0.853], [4.684, 0.444, 0.684], [0.963, 2.151, 1.809], [-1.113, 0.808, 1.772], [-3.669, -2.410, 1.583], [-4.038, -2.582, -0.137], [-5.944, -1.245, 0.317], [-5.259, -0.632, 1.825], [-6.223, 1.595, -0.145], [-4.959, 3.367, -1.328], [-2.566, 3.068, -1.800], [-1.379, 1.048, -1.079], [0.777, -1.975, -0.828], [2.370, -2.158, -2.185], [4.117, -1.848, -2.199], [2.595, -3.092, 0.157], [4.332, -2.783, 0.090], [3.603, -3.969, -1.001]],
  "nbo_charge": [-0.620, -0.053, -0.502, 0.285, -0.247, -0.186, -0.176, 0.677, -0.606, -0.449, -0.198, -0.433, -0.067, -0.186, -0.231, -0.200, -0.258, 0.228, -0.198, 0.218, -0.511, -0.060, -0.642, 0.210, 0.211, 0.212, 0.184, 0.173, 0.228, 0.222, 0.223, 0.200, 0.225, 0.217, 0.212, 0.213, 0.214, 0.229, 0.225, 0.171, 0.194, 0.222, 0.212, 0.218],
  "relative_energy_kcal_mol": 31.62,
  "smiles": "CCOc1ccc(C(=O)N2CCc3ccccc32)cc1OCC",
  "energy_ev": -27676.392,
  "spin_multiplicity": 1,
  "gap_ev": 8.82,
  "charge": 0
}